[1]
{
  "formula": "CH4O2PS",
  "method": "ωB97M-V with the def2-TZVPD basis set",
  "symbols": ["C", "O", "O", "P", "S", "H", "H", "H", "H"],
  "xyz": [[0.235585, -0.818275, 0.196262], [-2.451858, -0.544349, 0.451759], [-1.231567, 1.472292, -0.184051], [-1.292724, 0.198740, 1.000251], [2.010874, 0.307700, 0.611904], [-0.032919, -0.627646, -0.851741], [0.611699, -1.699793, 0.513339], [-1.830663, 0.904344, -0.806880], [1.367913, 0.860325, 1.618620]],
  "forces_ev_per_angstrom": [[0.2064, 5.4375, -0.4070], [-1.7742, -1.6198, -0.5608], [-1.1049, -2.1751, -0.6810], [2.3325, 1.3756, 0.3493], [-1.8794, -1.5199, -1.0924], [0.7008, -0.6170, 0.0780], [0.5174, -3.0992, 0.7400], [1.2094, 1.7515, 0.9670], [-0.2080, 0.4666, 0.6069]],
  "e_above_lowest_ev": 3.281,
  "charge": -1,
  "gap_ha": 0.258,
  "smiles": "[O-]P(O)CS",
  "max_force_ha_per_bohr": 0.106,
  "lumo_energy_ha": 0.13306
}

***

[2]
{
  "formula": "C64H66BrN8O2S4Si2Ti",
  "method": "ωB97M-V with the def2-TZVPD basis set",
  "symbols": ["Ti", "O", "C", "C", "C", "C", "C", "C", "C", "O", "N", "N", "C", "C", "Br", "C", "C", "C", "C", "C", "C", "C", "H", "H", "H", "H", "H", "H", "H", "H", "H", "H", "H", "H", "H", "H", "C", "Si", "C", "C", "C", "C", "C", "C", "C", "Si", "C", "C", "H", "H", "H", "H", "H", "H", "H", "H", "H", "H", "H", "H", "H", "H", "H", "H", "N", "S", "N", "S", "N", "S", "N", "C", "C", "C", "C", "C", "C", "C", "C", "C", "C", "C", "C", "C", "C", "C", "C", "C", "C", "C", "C", "C", "C", "C", "C", "C", "C", "C", "C", "C", "C", "C", "C", "C", "C", "C", "C", "H", "H", "H", "H", "H", "H", "H", "H", "H", "H", "H", "H", "H", "H", "H", "H", "H", "H", "H", "H", "H", "H", "H", "H", "H", "H", "H", "H", "H", "H", "C", "N", "C", "N", "S", "H", "H", "H", "H", "H", "H"],
  "xyz": [[-0.857759, -0.654257, -0.930774], [-4.755509, -0.092119, -2.473135], [-4.549625, 0.047691, -3.810169], [-5.648233, 0.067826, -4.656926], [-5.462769, 0.201003, -6.022913], [-4.184304, 0.301941, -6.551359], [-3.096674, 0.276747, -5.692532], [-3.265173, 0.163528, -4.318041], [-2.055427, 0.274374, -3.422783], [-2.181254, -0.387848, -2.218580], [-1.829483, 1.694762, -3.112831], [-2.111724, 2.081801, -1.876036], [-2.314258, 3.312789, -1.626901], [-2.643112, 3.743570, -0.285872], [-3.389228, 2.396151, 0.838056], [-2.529417, 4.977391, 0.223710], [-1.943334, 6.165256, -0.414834], [-0.885342, 6.122979, -1.324037], [-0.390480, 7.287131, -1.886869], [-0.935306, 8.515993, -1.548625], [-1.969812, 8.574951, -0.626587], [-2.460769, 7.412276, -0.060644], [-3.859328, -0.182547, -2.051593], [-6.635076, -0.022002, -4.231104], [-6.321382, 0.218990, -6.676199], [-4.036311, 0.386210, -7.615756], [-2.092069, 0.336292, -6.090274], [-1.178236, -0.090895, -3.979709], [-2.061478, 2.339635, -3.873755], [-2.269876, 4.080640, -2.401914], [-2.943839, 5.146136, 1.208406], [-0.424372, 5.178783, -1.577219], [0.429013, 7.233191, -2.588777], [-0.550607, 9.421641, -1.992736], [-2.394507, 9.527454, -0.347776], [-3.264610, 7.463668, 0.659675], [-2.479224, -3.190926, -3.150341], [-0.824461, -2.892485, -2.251000], [-0.473471, -4.551162, -1.386715], [0.475248, -2.765447, -3.642345], [0.586318, -3.778146, -4.603182], [1.525966, -3.713663, -5.614020], [2.386595, -2.623857, -5.684011], [2.289662, -1.616458, -4.743450], [1.339178, -1.665370, -3.716453], [1.205963, -0.262710, -2.435233], [2.871514, -0.228574, -1.501208], [1.273808, 1.356467, -3.422736], [-2.687379, -4.258947, -3.238411], [-2.445038, -2.773287, -4.155501], [-3.316967, -2.721813, -2.643043], [-0.750817, -5.365174, -2.056178], [-1.065645, -4.650007, -0.475586], [0.569286, -4.690316, -1.125649], [-0.076888, -4.631813, -4.562791], [1.591492, -4.504743, -6.348014], [3.122338, -2.562971, -6.474095], [2.965324, -0.775034, -4.811935], [3.631716, -0.749073, -2.082440], [2.812403, -0.693743, -0.517225], [3.192941, 0.804410, -1.361472], [2.279700, 1.467616, -3.829388], [1.074403, 2.212664, -2.779432], [0.570142, 1.387120, -4.249621], [-0.003488, 0.965269, 0.082739], [0.848511, 1.441695, 1.155133], [2.128694, 0.568609, 1.680646], [2.222614, -0.420891, 2.838673], [1.363977, -1.703631, 2.918673], [0.901932, -2.496990, 1.526719], [0.182571, -1.738114, 0.527342], [2.431712, -3.224367, 0.984807], [3.322410, -3.795876, 1.887858], [4.515268, -4.306432, 1.410768], [4.805507, -4.244430, 0.050907], [3.908787, -3.677017, -0.836652], [2.708668, -3.159275, -0.366916], [0.019872, -3.804453, 2.356996], [0.307770, -5.137144, 2.124409], [-0.467380, -6.107561, 2.745859], [-1.510582, -5.740041, 3.577570], [-1.795198, -4.398360, 3.794592], [-1.030779, -3.421449, 3.181661], [3.953696, -0.837533, 2.861103], [4.775569, -0.503873, 1.796022], [6.100687, -0.920724, 1.830278], [6.578779, -1.640086, 2.912553], [5.741195, -1.958999, 3.975914], [4.416395, -1.563444, 3.953796], [1.933912, 0.338425, 4.416241], [2.622742, 1.518007, 4.678151], [2.455312, 2.125495, 5.909213], [1.612621, 1.552363, 6.854582], [0.932322, 0.376492, 6.575232], [1.088683, -0.246267, 5.344721], [-0.056854, 1.735766, 2.661036], [-0.939964, 0.720940, 3.009038], [-1.727013, 0.878566, 4.135743], [-1.637312, 2.042884, 4.889603], [-0.765297, 3.051912, 4.519057], [0.036315, 2.905923, 3.393935], [1.645818, 2.982189, 0.772048], [2.950293, 3.299617, 1.114210], [3.452200, 4.540732, 0.752892], [2.651914, 5.445143, 0.069915], [1.349083, 5.114059, -0.269503], [0.839055, 3.873147, 0.072668], [3.078004, -3.846353, 2.939216], [5.219583, -4.753520, 2.095366], [5.739547, -4.646343, -0.313272], [4.125789, -3.631457, -1.893152], [1.998927, -2.705718, -1.039168], [1.109449, -5.425782, 1.460406], [-0.252898, -7.151046, 2.572156], [-2.109593, -6.500475, 4.055871], [-2.615949, -4.113525, 4.435688], [-1.249551, -2.375879, 3.332702], [4.383847, 0.043357, 0.955144], [6.754116, -0.680435, 1.004890], [7.610974, -1.956447, 2.931809], [6.120991, -2.516245, 4.819436], [3.753802, -1.812565, 4.769013], [3.276745, 1.950565, 3.936273], [2.980594, 3.042527, 6.131876], [1.488575, 2.027147, 7.816332], [0.277793, -0.060548, 7.314240], [0.572037, -1.160650, 5.101690], [-1.035466, -0.152861, 2.376867], [-2.426398, 0.104353, 4.411907], [-2.262461, 2.169036, 5.760835], [-0.711967, 3.961245, 5.098124], [0.712765, 3.694542, 3.098024], [3.569654, 2.583908, 1.630079], [4.470306, 4.798263, 1.001118], [3.047674, 6.411180, -0.204506], [0.728076, 5.822306, -0.800547], [-0.167616, 3.586112, -0.194011], [-6.206625, -2.782671, -1.282347], [-4.906338, -2.813581, -0.648780], [-4.355620, -1.786784, -0.004252], [-5.051836, -0.642331, 0.107994], [-2.788661, -1.910158, 0.663442], [-6.414277, -3.764942, -1.695595], [-6.224453, -2.055101, -2.097975], [-6.984191, -2.540367, -0.556442], [-4.328649, -3.637182, -0.724767], [-5.817965, -0.435290, -0.514137], [-4.562125, 0.149793, 0.497044]],
  "forces_ev_per_angstrom": [[0.0575, -0.3087, 1.0990], [0.2346, 0.0991, 0.0434], [-0.1950, -0.0313, 0.2141], [0.0801, -0.0267, -0.0679], [0.0295, -0.0064, 0.0660], [0.0377, -0.0283, 0.0860], [-0.0649, -0.0364, -0.0120], [0.2216, -0.0424, -0.3284], [0.0339, -0.1118, -0.1539], [-0.1947, 0.0152, -0.3426], [0.0192, 0.6585, -0.1521], [-0.1295, -0.0911, -0.2698], [0.0689, 0.2920, -0.2152], [-0.0837, 0.3196, 0.2869], [0.1237, 0.1302, 0.2111], [-0.1024, -0.2516, -0.0300], [-0.0602, -0.0653, -0.1284], [-1.5947, 0.1163, -0.6539], [-0.2513, 0.2609, -0.1984], [0.0532, -0.0725, -0.0054], [-0.0312, -0.0246, 0.0387], [0.0969, 0.0789, -0.0163], [-0.4355, 0.0224, -0.2438], [-0.1437, 0.0001, 0.0485], [-0.0891, -0.0041, -0.0698], [0.0169, 0.0173, -0.1137], [0.1108, 0.0099, -0.0494], [-0.1321, 0.0345, 0.0435], [0.0895, -0.1784, 0.2849], [-0.0098, 0.0224, 0.0088], [-0.0211, 0.0030, 0.0828], [-0.8777, 0.0510, -0.4687], [0.0996, 0.0077, -0.0747], [0.0296, 0.0634, -0.0409], [-0.0278, 0.0788, 0.0197], [-0.0762, -0.0013, 0.0629], [0.0910, -0.0243, 0.1344], [0.5133, 0.0294, -0.2908], [-0.1968, 0.2352, 0.0791], [-0.1033, -0.1178, 0.0816], [0.0088, 0.0506, 0.0414], [0.0484, 0.0130, -0.0472], [-0.0003, -0.0664, -0.0474], [-0.0415, -0.0199, 0.0420], [0.0824, 0.1277, 0.0759], [-0.0270, -0.4681, -0.3150], [-0.2358, 0.0544, 0.2269], [-0.0384, -0.0796, 0.1159], [0.0106, -0.0824, -0.0506], [0.0161, 0.0572, -0.1061], [-0.1023, 0.0681, 0.0651], [-0.0213, -0.0926, -0.0894], [-0.0840, -0.0079, 0.0684], [0.2740, 0.0204, 0.0716], [-0.1008, -0.1205, 0.0098], [0.0063, -0.0529, -0.0547], [0.0518, -0.0026, -0.0492], [0.1026, 0.1525, -0.0144], [0.1031, -0.0278, -0.0935], [0.0210, 0.0958, -0.0963], [0.0273, 0.1409, 0.0130], [0.1067, 0.0178, -0.0594], [-0.0024, 0.1058, 0.1008], [-0.0614, -0.0130, -0.0960], [-0.0964, -0.1009, -0.2699], [-0.2752, 0.0422, 0.0462], [0.3834, 0.3364, -0.2632], [0.0399, -0.3818, 0.3762], [-0.0291, 0.0994, -0.0540], [0.0053, 0.0876, 0.0774], [0.1470, -0.3798, 0.0424], [-0.0352, -0.0520, 0.0038], [-0.0165, -0.0946, -0.0626], [-0.0751, 0.0340, 0.0011], [0.0140, 0.0015, -0.0045], [-0.0732, 0.0323, 0.0548], [0.0184, -0.1778, 0.0032], [0.0291, 0.0877, 0.0525], [-0.0342, -0.0427, -0.0775], [0.0481, 0.0263, -0.0495], [-0.0052, 0.0248, 0.0128], [0.0552, 0.0626, -0.0517], [0.0286, -0.1238, 0.0191], [0.0083, 0.1027, 0.0220], [-0.0039, -0.1116, 0.1286], [-0.0944, 0.0084, 0.0003], [-0.0404, -0.0145, 0.0378], [-0.0265, 0.0444, -0.0324], [0.0434, 0.1126, -0.1040], [0.2729, -0.0391, 0.1427], [-0.0252, -0.1715, 0.1774], [0.0183, -0.0771, -0.0147], [0.0283, -0.0626, -0.0425], [0.0977, 0.0546, -0.0252], [0.1707, 0.1271, 0.0441], [-0.2550, 0.1362, -0.1869], [-0.1852, 0.1507, -0.0797], [0.0233, 0.1000, -0.0803], [-0.0651, -0.1053, -0.0803], [0.0615, 0.0089, -0.1025], [-0.0817, -0.0418, 0.0319], [-0.1245, -0.0029, -0.0100], [-0.0546, -0.0492, 0.0110], [0.0177, 0.0508, -0.0157], [0.1253, -0.2013, 0.1573], [0.9064, -0.0222, 0.3392], [0.1845, 0.0283, 0.0589], [-0.0175, 0.0024, 0.0596], [0.0633, -0.0449, 0.0656], [0.0700, -0.0376, -0.0290], [0.0305, 0.0012, -0.0925], [-0.1508, 0.0011, -0.1235], [0.0439, -0.0017, -0.0280], [0.0176, -0.0753, -0.0190], [-0.0415, -0.0569, 0.0397], [-0.0614, 0.0225, 0.0372], [-0.0288, 0.1300, 0.0203], [-0.0673, 0.0936, -0.1186], [0.0358, 0.0161, -0.0540], [0.0805, -0.0207, 0.0053], [0.0186, -0.0305, 0.0487], [-0.0916, -0.0268, 0.0977], [0.0716, 0.0423, -0.1079], [0.0296, 0.0471, 0.0141], [-0.0152, 0.0366, 0.0751], [-0.0499, -0.0304, 0.0520], [-0.0352, -0.0896, -0.0203], [-0.0299, -0.0425, -0.0494], [-0.0856, -0.0940, 0.0346], [-0.0569, 0.0068, 0.0781], [0.0186, 0.0825, 0.0559], [0.0509, 0.0549, -0.0312], [0.0592, -0.1039, 0.0681], [0.1069, 0.0070, 0.0285], [0.0466, 0.1030, -0.0232], [1.4831, -0.3592, 0.8641], [-0.0104, -0.0767, -0.0107], [-0.1440, 0.0209, -0.1699], [0.2337, 0.1592, 0.2995], [-0.3322, 0.4319, -0.2063], [0.0694, -0.4590, 0.2799], [0.2617, -0.0931, -0.0196], [-0.0040, -0.0203, 0.0175], [0.0098, -0.0384, 0.0651], [-0.0176, -0.0002, 0.0170], [-0.0358, 0.1146, -0.0115], [0.0346, -0.0574, -0.0160], [-0.0218, -0.1151, -0.1043]],
  "e_above_lowest_ev": 5.272,
  "charge": 1,
  "gap_ha": 0.236,
  "max_force_ha_per_bohr": 0.034,
  "lumo_energy_ha": -0.08482
}

***

What is the formula in the second record? C64H66BrN8O2S4Si2Ti